Here is an isolated molecule of C20H24FN3O2S from OMol25. Energies are from the ωB97M-V functional and the def2-TZVPD basis.

Last column: Löwdin charge in e.
CARTESIAN COORDINATES (ANGSTROEM)
C (4.66060, 4.25150, -0.05165)  -0.086
H (5.18982, 5.11643, 0.34484)  0.093
O (5.32623, 3.12692, 0.47201)  -0.079
C (4.88068, 1.88953, 0.13787)  -0.271
C (3.79672, 1.62878, -0.69499)  -0.011
C (3.43358, 0.32145, -0.96866)  -0.093
C (4.14511, -0.72727, -0.41701)  -0.543
C (5.23309, -0.47759, 0.40747)  -0.093
C (5.59480, 0.82039, 0.68659)  0.006
H (6.43399, 1.03897, 1.32738)  0.120
H (5.79280, -1.30071, 0.82551)  0.110
S (3.66728, -2.41473, -0.75319)  0.926
C (2.90579, -2.79027, 0.86348)  -0.356
C (1.69708, -1.91223, 1.16557)  -0.534
O (1.51000, -1.46110, 2.27391)  0.074
N (0.89616, -1.73907, 0.08802)  0.102
C (-0.29936, -1.02427, -0.01479)  -0.224
C (-0.90323, -0.93305, -1.26556)  0.048
C (-2.09190, -0.25525, -1.41203)  -0.194
C (-2.77358, 0.34485, -0.34110)  -0.170
C (-2.12078, 0.25331, 0.89630)  -0.007
C (-0.91869, -0.40396, 1.06309)  -0.007
H (-0.46050, -0.44978, 2.03657)  0.102
H (-2.56837, 0.69966, 1.76873)  0.101
N (-3.94976, 1.04722, -0.53433)  -0.092
C (-5.02969, 0.46938, -1.31063)  -0.138
H (-4.64872, -0.15792, -2.11118)  0.113
C (-5.95538, -0.35505, -0.41083)  -0.181
N (-6.50872, 0.49094, 0.63060)  -0.234
C (-7.48318, -0.20836, 1.43739)  -0.105
H (-7.90003, 0.48233, 2.16906)  0.082
H (-7.05458, -1.07090, 1.97268)  0.088
H (-8.28759, -0.56312, 0.79475)  0.083
C (-5.43802, 1.05093, 1.43549)  -0.185
C (-4.50292, 1.85668, 0.52849)  -0.151
H (-3.70315, 2.32426, 1.10213)  0.118
H (-5.09092, 2.64727, 0.05079)  0.127
H (-5.87732, 1.71004, 2.18817)  0.122
H (-4.86920, 0.25792, 1.95540)  0.121
H (-6.77867, -0.75545, -1.00654)  0.121
H (-5.38717, -1.20493, 0.01451)  0.131
H (-5.60182, 1.29109, -1.75138)  0.128
F (-2.58393, -0.17352, -2.67725)  0.048
H (-0.44954, -1.37490, -2.14029)  0.126
H (1.23321, -2.14567, -0.77861)  0.093
H (3.64665, -2.66970, 1.65308)  0.084
H (2.59984, -3.83629, 0.81199)  0.085
H (2.59350, 0.12459, -1.61726)  0.104
H (3.22416, 2.43000, -1.13416)  0.105
H (4.70483, 4.27075, -1.14526)  0.096
H (3.61577, 4.28682, 0.27234)  0.097

- HOMO-LUMO gap (eV) = 8.1
- HOMO (Eh) = -0.27228
- total energy (eV) = -43247.479
- relative energy (zero: lowest compared OMol25 entry of this formula, charge and spin) (kcal per mole) = 44.9


Here is an isolated molecule of C20H24FN3O3 at a distorted geometry from OMol25. Energies are from the ωB97M-V functional and the def2-TZVPD basis.

Last column: Löwdin charge in e.
CARTESIAN COORDINATES (ANGSTROEM)
C (7.63992, 0.59003, 0.45320)  -0.094
H (7.52018, -0.11071, 1.27640)  0.070
H (8.70192, 0.74775, 0.28391)  0.069
H (7.18939, 1.53761, 0.73809)  0.079
C (6.97941, 0.05139, -0.81609)  -0.191
C (5.52450, -0.16884, -0.60344)  -0.319
N (4.61734, 0.56924, -1.18411)  0.110
O (3.40305, 0.12942, -0.77090)  -0.006
C (3.57049, -0.89689, 0.08119)  -0.234
C (4.90453, -1.13897, 0.22973)  0.040
H (5.37596, -1.88667, 0.83097)  0.116
C (2.35195, -1.54253, 0.65929)  -0.087
N (1.14449, -0.93431, 0.15928)  0.080
C (0.35004, -0.17608, 0.95103)  -0.456
O (0.49238, -0.10696, 2.15274)  0.084
C (-0.72910, 0.57153, 0.18374)  -0.214
H (-1.02120, -0.00868, -0.69586)  0.134
C (-0.20236, 1.93796, -0.26011)  -0.128
H (0.72505, 1.83499, -0.82763)  0.120
C (-1.26625, 2.60991, -1.11514)  -0.075
C (-2.68750, 2.50706, -0.58698)  -0.461
O (-3.58138, 3.16923, -1.08467)  0.050
N (-2.93584, 1.63310, 0.41454)  -0.043
C (-1.94224, 0.81240, 1.07286)  -0.101
H (-1.60540, 1.29221, 2.00187)  0.140
H (-2.39960, -0.14487, 1.33934)  0.130
C (-4.30570, 1.50867, 0.87281)  -0.128
H (-4.29457, 1.10655, 1.88710)  0.129
H (-4.75454, 2.50539, 0.87995)  0.126
C (-5.14070, 0.60633, -0.05829)  -0.111
C (-4.48470, -0.73138, -0.21280)  -0.234
C (-4.72543, -1.76095, 0.69058)  -0.048
C (-4.04081, -2.96013, 0.60046)  -0.071
C (-3.08672, -3.15106, -0.38458)  -0.015
C (-2.86129, -2.12372, -1.28050)  -0.274
C (-3.54919, -0.92750, -1.22149)  0.022
H (-3.35231, -0.15417, -1.94800)  0.133
F (-1.91339, -2.28214, -2.23618)  0.048
H (-2.52947, -4.07046, -0.46468)  0.115
H (-4.24142, -3.75040, 1.30766)  0.106
H (-5.45502, -1.61834, 1.47406)  0.114
H (-5.21801, 1.10535, -1.02432)  0.116
H (-6.13919, 0.50179, 0.36712)  0.120
H (-1.04839, 3.67038, -1.25268)  0.126
H (-1.28266, 2.16163, -2.11353)  0.129
H (0.01197, 2.53811, 0.62617)  0.134
H (1.03861, -0.88752, -0.84227)  0.148
H (2.33949, -1.41568, 1.74792)  0.135
H (2.36337, -2.61554, 0.43261)  0.136
H (7.44595, -0.89571, -1.09736)  0.115
H (7.10439, 0.76219, -1.63305)  0.113

- HOMO-LUMO gap (eV) = 9.7
- HOMO (Eh) = -0.33232
- total energy (eV) = -34460.224
- relative energy (zero: lowest compared OMol25 entry of this formula, charge and spin) (kcal per mole) = 33.5


Here is an isolated molecule of C20H24FNO4S at a distorted geometry from OMol25. Energies are from the ωB97M-V functional and the def2-TZVPD basis.

Last column: Löwdin charge in e.
CARTESIAN COORDINATES (ANGSTROEM)
O (2.79086, -1.90321, 2.52913)  0.078
C (2.08497, -1.72043, 1.55594)  -0.423
N (0.76803, -1.43652, 1.59563)  0.110
H (0.27071, -1.29290, 0.72804)  0.115
C (0.01926, -1.27331, 2.82295)  -0.288
C (-0.60140, 0.13606, 2.86804)  -0.137
C (-2.07137, 0.26942, 2.46728)  -0.198
H (-2.27588, 1.33889, 2.36751)  0.102
C (-2.48273, -0.44237, 1.17724)  -0.198
H (-3.34182, 0.08595, 0.75572)  0.111
C (-2.90693, -1.88949, 1.41663)  -0.205
H (-3.65895, -1.90841, 2.21068)  0.111
C (-1.76866, -2.83654, 1.78425)  -0.195
H (-1.09569, -2.94307, 0.93191)  0.106
C (-0.96770, -2.43462, 3.02417)  -0.132
H (-1.64477, -2.18395, 3.84152)  0.118
H (-0.38216, -3.30276, 3.33633)  0.116
H (-2.20145, -3.82286, 1.97251)  0.110
H (-3.38131, -2.26799, 0.50826)  0.109
H (-1.69206, -0.40096, 0.42651)  0.078
H (-2.70288, -0.09610, 3.27987)  0.107
H (-0.50138, 0.52485, 3.88387)  0.113
H (0.00536, 0.77822, 2.22397)  0.106
H (0.77293, -1.33643, 3.61729)  0.141
C (2.60556, -1.72804, 0.16839)  -0.156
C (3.87397, -1.70291, -0.34712)  0.030
C (3.72969, -1.55402, -1.74694)  0.006
C (2.38432, -1.51317, -1.99390)  -0.332
C (1.55550, -1.25905, -3.18515)  -0.110
H (0.92645, -2.10471, -3.45782)  0.118
H (2.12769, -0.91657, -4.04003)  0.117
S (0.36074, 0.08277, -2.72063)  0.701
O (-0.50897, -0.40070, -1.68340)  -0.306
O (-0.25458, 0.56293, -3.92149)  -0.289
C (1.40773, 1.41353, -1.99718)  -0.135
C (0.49066, 2.57172, -1.84818)  -0.213
C (0.47059, 3.59374, -2.79098)  -0.227
C (-0.42747, 4.64108, -2.72503)  0.002
C (-1.34913, 4.66738, -1.69298)  -0.070
C (-1.35593, 3.65912, -0.74310)  -0.069
C (-0.44577, 2.62081, -0.82153)  -0.026
H (-0.46293, 1.82782, -0.09073)  0.102
H (-2.07700, 3.67853, 0.05924)  0.104
H (-2.06198, 5.47516, -1.63377)  0.107
H (-0.40009, 5.41100, -3.47950)  0.120
F (1.37776, 3.57536, -3.79094)  0.072
H (2.21477, 1.60350, -2.69788)  0.115
H (1.77696, 1.04265, -1.04644)  0.112
O (1.70594, -1.62399, -0.83645)  0.035
H (4.51565, -1.49428, -2.47145)  0.114
H (4.78491, -1.77115, 0.20974)  0.121

- HOMO-LUMO gap (eV) = 9.6
- HOMO (Eh) = -0.33340
- total energy (eV) = -44362.275
- relative energy (zero: lowest compared OMol25 entry of this formula, charge and spin) (kcal per mole) = 9.4


Here is a structure of composition C20H24MoN3O2S at a distorted geometry from OMol25. Energies are from the ωB97M-V functional and the def2-TZVPD basis.

Last column: Löwdin charge in e.
CARTESIAN COORDINATES (ANGSTROEM)
Mo (-0.11380, -0.54090, 0.18440)  1.751
C (4.20450, -0.24770, 0.00390)  0.024
C (4.56990, -0.08580, 1.33940)  0.038
C (3.57970, -0.00300, 2.30550)  0.064
C (2.24030, -0.08850, 1.92040)  -0.173
N (1.89700, -0.25320, 0.62010)  -0.080
C (2.86050, -0.32660, -0.30600)  -0.087
C (1.08890, -0.02800, 2.81140)  -0.149
C (1.12550, 0.02570, 4.20350)  0.068
C (-0.06720, 0.04050, 4.91360)  0.049
C (-1.27160, 0.04180, 4.21820)  0.067
C (-1.25460, 0.00460, 2.82860)  -0.148
N (-0.08890, -0.05760, 2.13520)  -0.022
C (-2.42850, 0.00720, 1.95590)  -0.171
C (-3.74780, 0.03630, 2.40030)  0.059
C (-4.78110, 0.04490, 1.47430)  0.041
C (-4.46420, 0.04690, 0.11920)  0.022
C (-3.13150, 0.00860, -0.25610)  -0.080
N (-2.12780, -0.02760, 0.63270)  -0.055
H (4.94360, -0.32320, -0.77950)  0.139
H (5.61340, -0.04300, 1.61520)  0.144
H (3.84350, 0.11970, 3.34400)  0.135
H (2.52520, -0.45810, -1.33300)  0.125
H (2.06560, 0.03660, 4.73200)  0.136
H (-0.06390, 0.04120, 5.99430)  0.147
H (-2.20190, 0.06060, 4.76180)  0.135
H (-3.96690, 0.05140, 3.45470)  0.132
H (-5.81080, 0.04750, 1.80140)  0.144
H (-5.23840, 0.08230, -0.63220)  0.138
H (-2.85640, 0.02690, -1.30780)  0.136
C (-0.29230, 4.10700, -0.11440)  -0.203
S (0.90980, 2.76900, 0.00430)  0.995
C (1.83070, 3.04760, -1.54400)  -0.187
O (0.04770, 1.49190, -0.28080)  -0.707
H (-0.78020, 4.09500, -1.08500)  0.080
H (0.23280, 5.04850, 0.03670)  0.087
H (-1.02570, 3.98670, 0.67910)  0.068
H (2.86240, 3.27720, -1.28500)  0.069
H (1.42190, 3.87670, -2.11380)  0.074
H (1.79440, 2.14260, -2.14630)  0.063
C (-1.72440, -3.15510, -1.17110)  -0.004
C (-0.37010, -2.47270, -1.14730)  -0.567
C (0.65070, -3.09770, -2.07440)  0.003
O (0.08990, -2.31940, 0.12620)  -0.243
H (-2.16400, -3.16410, -2.16680)  0.113
H (-2.41300, -2.68690, -0.45950)  0.076
H (-1.57930, -4.19230, -0.86000)  0.121
H (-0.52120, -1.23960, -1.47440)  0.124
H (0.84410, -4.11370, -1.72360)  0.121
H (1.59790, -2.55660, -2.06610)  0.078
H (0.27890, -3.16060, -3.09510)  0.113

- total charge = +3
- HOMO-LUMO gap (alpha / beta) (eV) = 7.6 / 7.5
- spin multiplicity = 3
- HOMO (alpha / beta) (Eh) = -0.67353 / -0.67501
- total energy (eV) = -42360.162
- relative energy (zero: lowest compared OMol25 entry of this formula, charge and spin) (kcal per mole) = 19.6


Question: What is the formula in the first record?
Answer: C20H24FN3O2S